(a)
DFT (the ωB97M-V functional and the def2-TZVPD basis) results for a 2-piece molecular cluster, C4H9O overall.

Calculated values
gap between HOMO and LUMO: 0.223 hartree
total charge: -1

Positions of all 14 atoms, in Å:
C -1.075 -2.360 0.379
O -0.009 -1.945 -0.383
H -0.860 -3.249 0.946
H -2.021 -2.696 -0.322
H -1.563 -1.579 1.014
C 0.079 0.810 -0.960
C 0.491 1.342 0.332
C 0.862 2.589 0.662
H 0.806 0.026 -1.368
H 0.099 1.667 -1.555
H -0.919 0.289 -1.012
H 0.389 0.493 1.143
H 0.907 2.966 1.739
H 1.084 3.360 0.001

Mulliken atomic charge list, values in e, 5 entries: -0.662, -0.792, 0.249, 0.107, 0.143

=====

(b)
DFT (the ωB97M-V functional and the def2-TZVPD basis) results for a 2-piece molecular cluster, C4H9O overall.

Calculated values
gap between HOMO and LUMO: 0.210 hartree
total charge: -1

Positions of all 14 atoms, in Å:
C -2.032 2.024 1.011
O -1.882 1.604 -0.284
H -2.471 3.066 1.076
H -1.061 2.092 1.533
H -2.783 1.400 1.555
C 0.697 -0.173 -0.267
C 0.910 -1.676 -0.387
C 1.993 -2.111 -1.043
H 0.328 0.134 0.713
H -0.174 0.025 -0.905
H 1.576 0.429 -0.477
H 0.196 -2.199 0.233
H 2.124 -3.189 -1.131
H 2.580 -1.423 -1.630

Mulliken atomic charge list, values in e, 5 entries: -0.540, -0.849, 0.172, 0.131, 0.116

=====

Result of the stability comparison: (a) is the least stable of them.

=====

(a)
DFT (the ωB97M-V functional and the def2-TZVPD basis) results for an isolated ion of composition C6H11BrN and charge +1.

Calculated values
gap between HOMO and LUMO: 0.370 hartree
total charge: +1

Positions of all 19 atoms, in Å:
C -1.453 0.012 -1.362
C -0.342 -0.261 -0.347
C -0.215 -1.319 0.393
C 1.215 -1.486 0.961
C 1.901 -0.149 0.668
Br 3.522 -0.217 -0.396
C 0.804 0.731 -0.277
N 0.313 1.992 0.362
H -2.247 -0.754 -1.141
H -1.082 -0.130 -2.333
H -1.795 1.003 -1.300
H -0.935 -2.118 0.781
H 1.216 -1.845 1.995
H 1.509 -2.264 0.284
H 2.181 0.319 1.582
H 1.393 0.865 -1.245
H 0.672 2.871 -0.039
H 0.646 2.023 1.292
H -0.724 1.917 0.420

Mulliken atomic charge list, values in e, 5 entries: -1.232, 0.011, -0.628, -0.493, -0.437

=====

(b)
DFT (the ωB97M-V functional and the def2-TZVPD basis) results for an isolated ion of composition C6H11BrN and charge +1.

Calculated values
gap between HOMO and LUMO (alpha / beta): 0.309 / 0.309 hartree
total charge: +1

Positions of all 19 atoms, in Å:
C -1.780 -1.309 0.948
C -1.641 -0.524 -0.360
N -0.430 0.208 -0.416
C -0.319 1.838 -0.248
Br -1.799 2.860 -0.187
C 1.101 2.149 -0.198
C 1.838 0.861 -0.616
C 0.899 -0.303 -0.278
H -1.754 -0.634 1.799
H -2.730 -1.833 0.950
H -0.984 -2.042 1.049
H -2.482 0.162 -0.480
H -1.647 -1.224 -1.205
H 1.353 2.999 -0.839
H 1.364 2.450 0.825
H 2.028 0.885 -1.689
H 2.793 0.763 -0.106
H 1.043 -1.147 -0.958
H 1.063 -0.657 0.749

Mulliken atomic charge list, values in e, 5 entries: -1.143, -0.456, 0.204, 0.292, 0.078

=====

(c)
DFT (the ωB97M-V functional and the def2-TZVPD basis) results for C6H11BrN as an isolated structure.

Calculated values
gap between HOMO and LUMO: 0.372 hartree
total charge: +1

Positions of all 19 atoms, in Å:
C -0.601 -1.317 -1.822
C 0.135 -1.343 -0.523
C -1.347 -0.122 -1.260
C -0.339 -0.177 -0.173
C 0.630 -0.277 1.918
C 0.860 1.958 0.583
N 0.044 0.636 0.878
Br -1.240 -2.897 -2.509
H 0.080 -1.025 -2.606
H 0.837 -2.066 -0.200
H -1.253 0.604 -2.073
H -2.398 -0.251 -1.050
H 1.728 -0.092 1.906
H 0.111 -0.119 2.891
H 0.586 -1.330 1.533
H 1.753 1.731 -0.012
H 0.262 2.566 -0.057
H 0.991 2.475 1.462
H -0.839 1.045 1.115

Mulliken atomic charge list, values in e, 5 entries: -0.063, -0.720, -0.687, 0.130, -0.760

=====

Result of the stability comparison: (c) is the least stable of them.

=====

(a)
DFT (the ωB97M-V functional and the def2-TZVPD basis) results for C30H30BrCaN4O7 as an isolated structure.

Calculated values
gap between HOMO and LUMO: 0.226 hartree
total charge: -1

Positions of all 73 atoms, in Å:
Ca -0.232 -0.737 -1.038
O -4.040 -1.201 0.483
C -2.950 -0.666 0.675
O -1.798 -1.164 0.467
C -2.973 0.753 1.304
C -4.161 1.620 0.840
C -4.554 2.588 1.963
C -3.330 3.541 1.959
C -2.546 3.018 0.744
O -3.568 2.512 -0.118
C -1.792 1.744 1.129
C 0.294 2.084 0.060
O 0.458 1.066 -2.151
O 0.662 2.718 1.011
H -3.081 0.541 2.371
H -4.959 1.043 0.387
H -4.706 2.080 2.915
H -5.469 3.121 1.705
H -2.739 3.491 2.874
H -3.626 4.578 1.805
H -1.933 3.751 0.223
H -1.196 1.871 2.027
Br 4.629 4.962 -2.571
C 3.244 3.773 -2.019
C 1.876 4.170 -2.271
C 0.864 3.377 -1.910
C 1.035 1.988 -1.308
O -0.905 1.419 0.039
C 2.506 1.691 -1.022
C 2.872 0.491 -0.482
N 2.044 -0.534 -0.191
C 2.583 -1.623 0.441
C 3.664 -1.594 1.317
C 4.183 -2.761 1.898
C 3.640 -3.990 1.644
C 2.522 -4.080 0.783
C 1.898 -5.310 0.477
C 0.825 -5.343 -0.365
C 0.361 -4.130 -0.906
N 0.913 -2.972 -0.646
C 1.987 -2.912 0.189
C 3.533 2.603 -1.428
H 1.690 5.117 -2.763
H -0.163 3.663 -2.113
H 3.944 0.328 -0.343
H 4.088 -0.634 1.579
H 5.026 -2.677 2.575
H 4.035 -4.891 2.099
H 2.286 -6.219 0.923
H 0.325 -6.270 -0.614
H -0.495 -4.116 -1.572
H 4.565 2.313 -1.262
C -2.486 0.603 -3.660
N -1.271 0.460 -4.450
C -0.782 1.713 -5.007
C 0.426 1.470 -5.884
C 1.454 0.692 -5.093
N 0.859 -0.536 -4.578
C 1.816 -1.403 -3.906
C -0.399 -0.506 -4.044
O -0.775 -1.398 -3.259
H -3.198 1.198 -4.232
H -2.279 1.120 -2.716
H -2.919 -0.370 -3.454
H -0.516 2.386 -4.185
H -1.597 2.161 -5.580
H 0.847 2.425 -6.203
H 0.138 0.908 -6.777
H 1.823 1.289 -4.252
H 2.298 0.411 -5.726
H 2.669 -1.546 -4.570
H 1.365 -2.367 -3.692
H 2.163 -0.949 -2.970

Mulliken atomic charge list, values in e, 5 entries: 1.727, -0.747, -0.170, -0.871, -0.043

=====

(b)
DFT (the ωB97M-V functional and the def2-TZVPD basis) results for C30H30BrCaN4O7 as an isolated structure.

Calculated values
gap between HOMO and LUMO: 0.230 hartree
total charge: -1

Positions of all 73 atoms, in Å:
Ca -0.261 -0.842 -1.409
O -4.030 -0.109 -1.086
C -3.118 -0.311 -0.290
O -2.232 -1.233 -0.357
C -3.001 0.577 0.969
C -4.032 1.715 1.042
C -4.206 2.145 2.503
C -2.840 2.830 2.767
C -2.202 2.776 1.365
O -3.326 2.837 0.490
C -1.672 1.359 1.124
C 0.291 1.949 -0.075
O 0.344 1.079 -2.350
O 0.720 2.478 0.916
H -3.110 -0.104 1.816
H -4.928 1.518 0.464
H -4.399 1.300 3.165
H -5.028 2.854 2.599
H -2.234 2.315 3.513
H -2.963 3.864 3.086
H -1.496 3.567 1.140
H -1.040 0.998 1.934
Br 4.504 4.753 -3.133
C 3.142 3.639 -2.401
C 1.774 4.113 -2.477
C 0.773 3.367 -2.003
C 0.957 1.953 -1.479
O -0.906 1.308 -0.093
C 2.429 1.611 -1.290
C 2.777 0.421 -0.732
N 1.909 -0.543 -0.343
C 2.396 -1.520 0.475
C 3.500 -1.395 1.312
C 3.945 -2.455 2.119
C 3.304 -3.661 2.145
C 2.154 -3.838 1.338
C 1.415 -5.041 1.320
C 0.308 -5.155 0.531
C -0.066 -4.055 -0.260
N 0.603 -2.927 -0.281
C 1.700 -2.786 0.508
C 3.449 2.464 -1.829
H 1.584 5.080 -2.927
H -0.256 3.707 -2.066
H 3.847 0.205 -0.648
H 4.007 -0.442 1.378
H 4.812 -2.296 2.749
H 3.643 -4.472 2.777
H 1.740 -5.863 1.948
H -0.281 -6.062 0.505
H -0.951 -4.104 -0.885
H 4.479 2.128 -1.779
C -2.353 0.211 -4.044
N -1.101 0.345 -4.776
C -0.835 1.706 -5.220
C 0.419 1.758 -6.065
C 1.553 1.118 -5.295
N 1.178 -0.231 -4.887
C 2.253 -0.970 -4.245
C -0.077 -0.469 -4.401
O -0.291 -1.475 -3.686
H -3.157 0.628 -4.651
H -2.316 0.758 -3.097
H -2.572 -0.832 -3.840
H -0.723 2.348 -4.339
H -1.702 2.044 -5.792
H 0.667 2.795 -6.294
H 0.260 1.226 -7.006
H 1.795 1.712 -4.406
H 2.448 1.041 -5.916
H 3.152 -0.855 -4.851
H 1.998 -2.023 -4.179
H 2.449 -0.580 -3.240

Mulliken atomic charge list, values in e, 5 entries: 1.729, -0.756, 0.136, -0.913, -0.115

=====

Result of the stability comparison: (a) is the least stable of them.

=====

(a)
DFT (the ωB97M-V functional and the def2-TZVPD basis) results for one molecule with the formula C9H11Cl2N2P.

Calculated values
gap between HOMO and LUMO (alpha / beta): 0.223 / 0.236 hartree
total charge: 0
spin multiplicity: 3

Positions of all 25 atoms, in Å:
C 1.668 0.749 -0.754
C 0.668 -1.132 0.459
C 2.921 0.246 -0.429
C 1.904 -1.618 0.574
C 0.488 0.065 -0.261
C 3.104 -0.989 0.134
C -0.800 0.721 -0.353
C 4.396 -1.726 0.376
C -3.489 2.020 0.019
N -1.830 0.084 -0.155
N -3.169 0.658 -0.174
P -4.258 -0.591 -0.114
Cl -5.564 -0.005 -1.534
Cl -5.407 -0.175 1.592
H 1.414 1.830 -1.004
H -0.288 -1.540 0.821
H 3.687 0.917 -0.601
H 1.963 -2.627 0.925
H -0.833 1.791 -0.688
H 5.005 -2.081 -0.595
H 5.216 -1.180 0.766
H 4.148 -2.628 0.979
H -4.530 2.218 -0.279
H -3.476 2.299 1.044
H -2.939 2.692 -0.748

Mulliken atomic charge list, values in e, 5 entries: -0.810, -0.927, -0.346, -0.181, 1.123

=====

(b)
DFT (the ωB97M-V functional and the def2-TZVPD basis) results for a 2-piece molecular cluster, C9H11Cl2N2P overall.

Calculated values
gap between HOMO and LUMO (alpha / beta): 0.275 / 0.260 hartree
total charge: 0
spin multiplicity: 3

Positions of all 25 atoms, in Å:
C -1.027 -0.194 0.832
C 1.113 0.279 -0.026
C -1.171 1.115 1.253
C 1.038 1.623 0.361
C 0.074 -0.658 0.165
C -0.219 2.048 0.893
C 0.283 -1.920 -0.438
C -0.210 3.491 1.353
C 0.695 -3.795 -2.539
N 1.428 -2.076 -1.046
N 1.716 -3.144 -1.676
P 3.690 -2.211 -3.289
Cl 4.709 -2.317 -1.571
Cl 3.576 -0.207 -3.520
H -1.926 -0.883 1.005
H 2.049 -0.143 -0.167
H -1.982 1.373 1.864
H 1.935 2.220 0.106
H -0.431 -2.645 -0.406
H 0.687 3.769 2.019
H -0.200 4.144 0.351
H -1.149 3.764 1.962
H 0.237 -4.615 -1.880
H -0.180 -3.098 -2.892
H 1.178 -4.321 -3.293

Mulliken atomic charge list, values in e, 5 entries: -0.351, -0.297, -0.678, -0.866, 0.688

=====

Result of the stability comparison: (a) is the least stable of them.